No. 1
Computed, not measured: a 2-piece molecular cluster, C53H49F5N3O overall at a distorted geometry, with ωB97M-V/def2-TZVPD.

Last column: Mulliken charge in e.
Positions of all 111 atoms, in Å:
C (1.80612, -2.92443, 2.37516)  -1.0337
N (1.14598, -1.63938, 2.39539)  0.5330
C (1.78569, -0.53899, 2.89841)  -0.0274
O (2.86687, -0.53174, 3.46881)  -0.6759
C (0.83602, 0.64976, 2.66834)  -0.1958
C (1.19871, 1.34169, 1.35481)  -0.9500
C (2.66551, 1.59900, 1.20412)  -0.1049
C (3.44185, 0.83172, 0.33430)  0.3451
F (2.83758, -0.13682, -0.41261)  -0.3571
C (4.81836, 0.98707, 0.22918)  0.1491
F (5.54043, 0.20228, -0.59582)  -0.2825
C (5.44909, 1.97128, 0.99807)  0.6769
F (6.78648, 2.11663, 0.93962)  -0.2753
C (4.69155, 2.79249, 1.83670)  0.1827
F (5.30069, 3.75638, 2.55694)  -0.2775
C (3.31509, 2.60318, 1.92350)  0.2614
F (2.59657, 3.41864, 2.73895)  -0.3484
N (-0.44814, -0.05850, 2.65025)  0.3831
C (-1.62633, 0.52023, 2.93193)  -0.3750
C (-2.87209, 0.01437, 2.58223)  -1.0481
C (-4.06008, 0.49480, 3.17110)  0.2762
C (-5.10002, 1.13070, 2.40036)  0.9387
C (-6.05284, 2.02128, 2.98148)  0.0475
C (-7.16487, 2.42441, 2.25175)  -0.6314
C (-7.30737, 2.04640, 0.91566)  -0.5420
C (-6.33910, 1.23420, 0.29688)  -0.8048
C (-5.22206, 0.81834, 1.01570)  -0.3265
C (-0.28776, -1.44878, 2.17289)  -0.0972
C (-0.60515, -1.54633, 0.67378)  -1.4298
C (-1.11149, -2.43535, 3.00360)  -1.5942
H (2.87055, -2.78381, 2.15013)  0.3173
H (1.72628, -3.43840, 3.34495)  0.3312
H (1.35742, -3.56415, 1.60803)  0.3901
H (0.89696, 1.36314, 3.50537)  0.9793
H (0.88062, 0.72010, 0.50798)  0.2574
H (0.65161, 2.29565, 1.31539)  0.5097
H (-1.55595, 1.48208, 3.45653)  0.6091
H (-2.94229, -0.75644, 1.79927)  0.5869
H (-4.07135, 0.59093, 4.25671)  -0.0590
H (-5.91930, 2.34440, 4.02257)  0.3959
H (-7.94517, 3.02384, 2.73621)  0.4280
H (-8.16900, 2.38921, 0.33542)  0.3850
H (-6.46185, 0.91072, -0.74186)  0.4161
H (-4.45610, 0.20186, 0.53214)  0.4334
H (0.23676, -1.15902, 0.08277)  0.3912
H (-0.76071, -2.59839, 0.40387)  0.5002
H (-1.51152, -0.98217, 0.41987)  0.2181
H (-0.91339, -2.25759, 4.06940)  0.4902
H (-2.18040, -2.31253, 2.81333)  0.4305
H (-0.82487, -3.45991, 2.74437)  0.5295
C (-5.80163, -1.10314, 13.10277)  -0.5260
C (-4.99658, -1.93252, 12.32072)  -1.0629
C (-4.87417, -1.69926, 10.94794)  -0.3973
C (-5.61792, -0.69017, 10.31597)  -1.0999
C (-5.53270, -0.49523, 8.78564)  4.6255
C (-4.66934, 0.72651, 8.45327)  -0.0718
C (-4.07399, 1.52397, 9.43623)  -0.4151
C (-3.52945, 2.77010, 9.08989)  -0.9860
C (-3.56236, 3.20411, 7.76357)  -0.8092
C (-4.01028, 2.34337, 6.75557)  -1.0866
C (-4.50625, 1.08938, 7.11251)  1.0500
C (-5.01041, -1.78377, 8.15575)  -1.7243
C (-3.85392, -1.85466, 7.36990)  0.1139
C (-3.61312, -3.00625, 6.60974)  -0.7420
C (-4.43491, -4.12613, 6.74792)  -0.4808
C (-5.46801, -4.12559, 7.69158)  -1.1446
C (-5.75973, -2.95670, 8.40228)  0.3980
C (-6.94836, -0.26446, 8.15503)  -0.4918
C (-7.67238, 1.03145, 8.55090)  -1.1108
C (-8.55570, 1.41103, 7.36678)  -1.0217
C (-7.91993, 0.75380, 6.14133)  -0.2632
N (-6.96743, -0.20825, 6.69104)  0.4673
C (-6.45925, -1.16660, 5.87576)  -1.0955
C (-6.25895, -1.06288, 4.51604)  1.0303
C (-6.50117, -2.24585, 3.71650)  0.2819
C (-6.08240, -2.43745, 2.37565)  -0.0517
C (-6.23103, -3.67968, 1.76303)  -0.8109
C (-6.81984, -4.75002, 2.44981)  -0.5542
C (-7.26583, -4.56759, 3.76058)  -0.9242
C (-7.19557, -3.31437, 4.34071)  -0.4036
C (-6.33251, 0.19891, 11.12890)  0.0565
C (-6.47003, -0.03454, 12.50116)  -1.2083
H (-5.89419, -1.27758, 14.17552)  0.3973
H (-4.45460, -2.76993, 12.76214)  0.4215
H (-4.20119, -2.33562, 10.36824)  0.4801
H (-4.03644, 1.19536, 10.47937)  0.5374
H (-3.09565, 3.39360, 9.87433)  0.4258
H (-3.21268, 4.20229, 7.50131)  0.4219
H (-3.99337, 2.63099, 5.70190)  0.3280
H (-4.77995, 0.38253, 6.33275)  -0.5109
H (-3.14853, -1.01887, 7.33014)  0.6640
H (-2.76066, -3.02028, 5.92538)  0.3960
H (-4.24663, -5.02369, 6.15413)  0.4185
H (-6.06030, -5.02420, 7.87903)  0.4002
H (-6.58910, -2.93457, 9.11769)  0.4193
H (-7.58430, -1.11549, 8.47362)  0.5235
H (-8.27218, 0.86119, 9.44767)  0.5533
H (-6.93943, 1.82357, 8.75114)  0.4082
H (-9.56469, 0.99905, 7.49587)  0.3248
H (-8.63548, 2.49352, 7.23746)  0.4505
H (-8.67186, 0.25649, 5.50468)  0.3564
H (-7.39088, 1.47799, 5.49697)  -0.2013
H (-6.23622, -2.12145, 6.34842)  0.0092
H (-6.10940, -0.09275, 4.06151)  0.1876
H (-5.64451, -1.59235, 1.84248)  0.3859
H (-5.87702, -3.82192, 0.73761)  0.3919
H (-6.93746, -5.72252, 1.96943)  0.3846
H (-7.68008, -5.39302, 4.33861)  0.4149
H (-7.66160, -3.16611, 5.31906)  0.4412
H (-6.76472, 1.11000, 10.71666)  0.6489
H (-7.10506, 0.63035, 13.08524)  0.4242

The value obtained for the frontier orbital gap is 0.154 Ha. The lowest unoccupied orbital energy is -5.12 eV. The HOMO energy is -9.31 eV. As for the net charge: +1.

No. 2
Computed, not measured: C53H49I2N6P2S2TeTi as an isolated structure at a distorted geometry, with ωB97M-V/def2-TZVPD.

Last column: Mulliken charge in e.
Positions of all 116 atoms, in Å:
Ti (0.28443, -0.33790, -0.03319)  -0.8748
C (5.14358, 2.84510, 0.21882)  -0.7649
S (4.37835, 1.92869, 1.57688)  -0.0444
C (2.92205, 1.32595, 0.80593)  0.4470
S (2.02464, 0.09595, 1.75774)  -0.7450
N (2.51521, 1.75659, -0.32108)  -1.4254
N (1.39577, 1.10836, -0.80232)  2.5766
C (1.01089, 1.39369, -2.06143)  -1.4874
C (0.31946, 0.39175, -2.74187)  -0.5049
C (-0.49553, 0.67169, -3.95964)  -1.1890
C (-1.31576, -1.18373, -4.67851)  0.2425
C (-0.65633, -2.25506, -3.87389)  -1.8844
C (0.03866, -2.02408, -2.75725)  -0.6237
N (0.27290, -0.80342, -2.09888)  2.1284
H (5.68591, 3.68041, 0.65782)  0.3977
H (4.35815, 3.20649, -0.44134)  0.2125
H (5.83090, 2.19932, -0.32391)  0.2255
H (1.32012, 2.32573, -2.52143)  0.2895
H (-0.52400, 1.74264, -4.14178)  0.7441
H (-1.99413, -1.58475, -5.42954)  0.6243
H (-0.67384, -3.26916, -4.25723)  0.3758
H (0.47363, -2.87764, -2.25626)  0.0887
C (4.70227, -0.94454, -1.22441)  -1.5189
C (3.39093, -1.48565, -1.80421)  0.6330
C (3.13978, -2.89096, -1.32143)  0.3505
C (3.94860, -3.90260, -1.83930)  -0.5859
C (3.90564, -5.19166, -1.34365)  -1.2237
C (3.12965, -5.44612, -0.22219)  -0.8854
C (2.30280, -4.47258, 0.32478)  -0.1423
C (1.68252, -4.74859, 1.69053)  -0.5021
C (2.06984, -3.69584, 2.73673)  -0.9291
C (2.21086, -3.21540, -0.32038)  0.7015
N (1.15994, -2.33553, 0.07724)  1.2453
C (0.01353, -2.92871, 0.25800)  -1.1921
C (-1.03521, -2.31873, 0.98560)  -0.0992
C (-2.10367, -2.94075, 1.64248)  -0.9509
C (-2.58394, -2.01138, 2.55608)  -1.5528
C (-1.80402, -0.85529, 2.39878)  -0.8254
N (-0.88242, -1.01803, 1.45300)  1.9472
H (4.86725, 0.08239, -1.55664)  0.3505
H (5.55338, -1.55384, -1.54066)  0.5277
H (4.67387, -0.95245, -0.13223)  0.3114
H (3.44510, -1.47607, -2.89566)  0.5133
H (2.58516, -0.83665, -1.51615)  -0.6559
H (4.62092, -3.65585, -2.65450)  0.4822
H (4.50618, -5.97624, -1.78732)  0.3799
H (3.17747, -6.41966, 0.25391)  0.3831
H (2.05678, -5.71894, 2.01840)  0.4541
H (0.59467, -4.83089, 1.65965)  0.2267
H (3.15424, -3.57099, 2.76901)  0.3236
H (1.72635, -3.99656, 3.72867)  0.4175
H (1.62822, -2.72711, 2.50761)  -0.0961
H (-0.13196, -3.95461, -0.07133)  0.4287
H (-2.43625, -3.95766, 1.48807)  0.6235
H (-3.38662, -2.14556, 3.26627)  0.4740
H (-1.85938, 0.05816, 2.96432)  0.8029
Te (-5.07966, 1.14131, -0.92429)  0.2910
C (-5.68568, 2.30730, -2.59699)  -0.0367
C (-5.08411, 3.53434, -2.85239)  0.1215
C (-5.46402, 4.24873, -3.97842)  -0.5197
N (-6.40239, 3.83933, -4.84214)  -0.6860
C (-6.98923, 2.67112, -4.57541)  -0.3580
C (-6.66923, 1.87603, -3.47985)  -0.2789
C (-3.02471, 1.05559, -1.35978)  -2.2575
P (-1.77837, 1.71259, -0.22457)  1.9700
C (-2.79596, 2.67118, 0.99042)  1.4048
C (-2.92262, 4.05660, 0.96762)  -0.7283
C (-3.80556, 4.70815, 1.82270)  -0.8274
C (-4.56326, 3.99159, 2.73258)  -0.6809
C (-4.44422, 2.61044, 2.77078)  -0.9444
C (-3.58285, 1.96481, 1.89944)  -0.3540
C (-1.06892, 3.14676, -1.16643)  0.7128
C (-1.50246, 3.46561, -2.44648)  -1.2223
C (-0.94368, 4.53457, -3.14531)  -0.6300
C (0.04846, 5.30813, -2.55824)  -1.0551
C (0.47383, 5.01276, -1.26463)  -0.7501
C (-0.07566, 3.93833, -0.57959)  -0.1972
P (-2.40617, -0.49718, -2.00960)  1.5540
C (-3.79924, -1.64429, -2.31891)  0.5057
C (-4.25361, -2.34186, -1.19754)  -0.2852
C (-5.25580, -3.29250, -1.29651)  -0.6879
C (-5.81992, -3.57986, -2.53607)  -0.6277
C (-5.37583, -2.89896, -3.65947)  -0.9383
C (-4.37151, -1.94037, -3.55358)  -0.4786
C (-1.91428, -0.03447, -3.78719)  0.9859
C (-2.99732, 0.75866, -4.47108)  -0.4988
C (-2.96338, 1.21426, -5.72813)  -0.5342
C (-1.87082, 1.05289, -6.70128)  -0.9031
C (-0.68356, 0.47267, -6.49802)  -1.3996
C (-0.24176, -0.18874, -5.22299)  0.4047
H (-4.32565, 3.92465, -2.18302)  0.3798
H (-4.99541, 5.20338, -4.20350)  0.4018
H (-7.74776, 2.34801, -5.28485)  0.3577
H (-7.16576, 0.92367, -3.33042)  0.3674
H (-2.33543, 4.65417, 0.28446)  0.2716
H (-3.87967, 5.78894, 1.78136)  0.4258
H (-5.23617, 4.50454, 3.41042)  0.3517
H (-5.03271, 2.02966, 3.47374)  0.4165
H (-3.53543, 0.88898, 1.92089)  0.7667
H (-2.28395, 2.86238, -2.89874)  1.0508
H (-1.28636, 4.75516, -4.15113)  0.5121
H (0.48467, 6.14106, -3.09829)  0.3446
H (1.23158, 5.62471, -0.78700)  0.4732
H (0.26206, 3.72206, 0.42962)  0.0881
H (-3.81639, -2.12502, -0.23042)  0.3024
H (-5.60043, -3.80763, -0.40723)  0.4538
H (-6.59669, -4.33036, -2.62396)  0.3758
H (-5.81810, -3.10781, -4.62716)  0.4447
H (-4.06240, -1.40634, -4.44349)  0.2133
H (-3.86537, 0.99684, -3.86638)  0.0240
H (-3.82643, 1.77584, -6.07611)  0.5641
H (-2.06088, 1.46609, -7.68755)  0.4175
H (0.01267, 0.43605, -7.33022)  0.3483
H (0.76184, -0.59783, -5.31658)  0.5583
I (0.63721, 1.89264, 2.82365)  0.3094
I (-0.69550, 4.12741, 4.25784)  -0.5153

The value obtained for the frontier orbital gap (spin up / spin down) is 0.225 / 0.184 Ha. The lowest unoccupied orbital energy (spin up / spin down) is 1.78 / 0.72 eV. As for the spin multiplicity: 3. The HOMO energy (spin up / spin down) is -4.33 / -4.29 eV. As for the net charge: -1.